No. 1
{"formula": "C43H45N3O3P2PtS2Te", "method": "wB97M-V/def2-TZVPD", "species": ["Pt", "C", "C", "N", "C", "C", "S", "C", "C", "N", "H", "H", "H", "H", "H", "H", "H", "H", "H", "H", "H", "H", "H", "H", "Te", "C", "C", "C", "N", "C", "C", "C", "P", "C", "C", "C", "C", "C", "C", "C", "C", "C", "C", "C", "C", "P", "C", "C", "C", "C", "C", "C", "C", "C", "C", "C", "C", "C", "H", "H", "H", "H", "H", "H", "H", "H", "H", "H", "H", "H", "H", "H", "H", "H", "H", "H", "H", "H", "H", "H", "H", "H", "C", "C", "C", "C", "C", "C", "C", "S", "O", "O", "O", "H", "H", "H", "H", "H", "H", "H"], "coordinates": [[-0.6057, 1.6677, 0.9477], [0.0013, 1.6746, 3.8779], [0.8436, 2.8018, 3.3322], [0.9705, 2.7173, 1.8380], [1.1081, 4.0844, 1.2507], [-0.1926, 4.8688, 1.3246], [-1.5574, 3.9000, 0.5990], [-2.9127, 4.0646, 1.8532], [-2.2523, 2.5429, 3.5614], [-1.2414, 1.5671, 3.0816], [-0.2257, 1.8641, 4.9307], [0.5298, 0.7285, 3.8224], [1.8423, 2.7899, 3.7698], [0.4003, 3.7663, 3.5707], [1.8055, 2.1526, 1.6400], [1.4059, 3.9785, 0.2103], [1.9008, 4.6247, 1.7748], [-0.0977, 5.7945, 0.7610], [-0.4639, 5.1292, 2.3466], [-3.8059, 4.2894, 1.2766], [-2.6479, 4.9146, 2.4894], [-2.8349, 2.0781, 4.3554], [-1.7364, 3.4226, 3.9578], [-1.6633, 0.6366, 3.1604], [-0.8288, -1.9408, -0.2957], [0.5609, -3.0391, -1.4417], [1.4363, -2.4606, -2.3485], [2.2336, -3.2925, -3.1182], [2.1788, -4.6208, -3.0663], [1.3188, -5.1634, -2.2132], [0.5003, -4.4220, -1.3676], [0.4343, -0.2152, 0.1022], [2.0033, -0.2943, 1.1006], [3.0797, -1.5407, 0.3449], [2.9424, -2.9036, 0.6078], [3.8013, -3.8131, 0.0149], [4.8033, -3.3707, -0.8403], [4.9554, -2.0154, -1.0932], [4.0986, -1.1013, -0.4993], [1.4889, -1.0809, 2.6663], [2.5275, -1.2381, 3.5901], [2.2776, -1.7283, 4.8613], [0.9812, -2.0624, 5.2356], [-0.0568, -1.9060, 4.3301], [0.1932, -1.4182, 3.0524], [0.3979, 1.1209, -1.0261], [2.0225, 1.6555, -1.6497], [3.0399, 2.2977, -0.9411], [4.2611, 2.5574, -1.5417], [4.4967, 2.1498, -2.8470], [3.5075, 1.4833, -3.5497], [2.2732, 1.2462, -2.9643], [-0.7007, 1.3777, -2.4201], [-1.6497, 0.4938, -2.9231], [-2.4563, 0.8922, -3.9793], [-2.3550, 2.1696, -4.5070], [-1.4329, 3.0669, -3.9829], [-0.6040, 2.6742, -2.9481], [1.5256, -1.3869, -2.4517], [2.9448, -2.8692, -3.8200], [1.2849, -6.2471, -2.1879], [-0.1539, -4.9295, -0.6693], [2.1630, -3.2544, 1.2744], [3.6912, -4.8702, 0.2178], [5.4688, -4.0864, -1.3046], [5.7472, -1.6695, -1.7451], [4.2323, -0.0431, -0.6850], [3.5438, -0.9805, 3.3088], [3.0940, -1.8514, 5.5604], [0.7854, -2.4462, 6.2279], [-1.0695, -2.1673, 4.6098], [-0.6415, -1.2966, 2.3791], [2.9260, 2.5692, 0.0932], [5.0364, 3.0617, -0.9808], [5.4537, 2.3453, -3.3123], [3.6861, 1.1555, -4.5650], [1.5050, 0.7484, -3.5405], [-1.7630, -0.4949, -2.5067], [-3.1748, 0.1916, -4.3840], [-2.9924, 2.4697, -5.3281], [-1.3492, 4.0662, -4.3880], [0.1320, 3.3744, -2.5699], [-5.7540, -3.9251, -2.5462], [-5.1910, -2.8395, -1.6745], [-4.7023, -3.1413, -0.4025], [-4.1973, -2.1520, 0.4235], [-4.1686, -0.8440, -0.0367], [-4.6739, -0.5092, -1.2848], [-5.1741, -1.5118, -2.0996], [-3.5331, 0.4487, 0.9998], [-2.1874, 0.7088, 0.1246], [-3.1177, -0.2264, 2.2557], [-3.1630, 2.9088, 2.5625], [-5.0405, -4.7417, -2.6611], [-6.0100, -3.5513, -3.5357], [-6.6568, -4.3437, -2.0990], [-4.7316, -4.1664, -0.0532], [-3.8250, -2.3787, 1.4141], [-4.6739, 0.5220, -1.6189], [-5.5762, -1.2628, -3.0744]], "forces_ev_per_a": [[-0.10, -0.18, -0.02], [0.00, 0.02, 0.06], [0.00, -0.01, 0.02], [-0.08, 0.01, -0.08], [0.01, -0.03, -0.05], [0.00, -0.09, 0.09], [0.04, -0.04, -0.01], [0.04, 0.03, -0.01], [-0.04, -0.02, -0.05], [0.03, 0.10, -0.02], [0.01, -0.02, 0.02], [-0.01, 0.06, 0.00], [0.00, 0.00, 0.01], [0.00, 0.00, 0.00], [0.00, 0.01, -0.03], [0.01, -0.02, -0.02], [-0.01, 0.01, 0.00], [0.05, 0.01, 0.00], [0.00, 0.03, -0.02], [-0.01, 0.00, 0.02], [-0.02, 0.00, 0.00], [-0.01, 0.02, 0.01], [0.00, 0.00, -0.02], [-0.01, 0.03, -0.03], [0.02, -0.02, -0.01], [0.01, 0.10, -0.04], [-0.03, -0.01, 0.02], [0.01, -0.01, -0.03], [0.02, 0.01, -0.01], [-0.01, -0.01, 0.03], [-0.01, -0.02, 0.00], [0.03, 0.17, 0.32], [-0.05, 0.10, -0.01], [-0.08, -0.05, 0.01], [0.00, -0.01, 0.01], [0.01, 0.00, 0.01], [-0.01, -0.01, 0.00], [0.00, 0.01, -0.03], [0.01, 0.00, 0.00], [0.00, -0.06, -0.01], [0.01, 0.00, -0.03], [0.00, 0.00, 0.01], [0.00, 0.00, 0.01], [0.00, -0.01, -0.01], [0.06, -0.04, -0.02], [0.30, -0.05, -0.35], [-0.02, 0.02, 0.13], [-0.03, -0.04, -0.03], [-0.02, -0.01, 0.00], [0.07, 0.02, 0.02], [-0.07, -0.04, -0.05], [0.00, 0.05, 0.00], [-0.17, 0.04, 0.05], [0.06, -0.03, -0.05], [-0.04, -0.03, 0.01], [-0.01, -0.01, 0.00], [0.04, 0.00, 0.03], [-0.01, -0.04, -0.03], [0.01, 0.01, -0.01], [0.00, 0.00, 0.01], [0.00, 0.01, 0.00], [0.00, -0.01, -0.01], [0.01, 0.01, 0.00], [0.00, 0.00, 0.00], [0.00, 0.00, 0.00], [0.00, 0.00, 0.00], [0.00, 0.01, 0.00], [0.00, 0.00, 0.00], [0.00, 0.00, 0.00], [0.00, 0.00, 0.00], [-0.01, -0.01, 0.00], [-0.05, 0.00, -0.03], [-0.03, 0.03, 0.05], [0.00, 0.01, 0.00], [0.00, 0.01, 0.01], [-0.01, -0.01, 0.01], [-0.01, 0.00, -0.03], [0.02, -0.02, 0.02], [0.00, 0.00, 0.00], [0.00, 0.00, 0.00], [0.00, 0.00, 0.00], [0.02, 0.00, 0.01], [0.00, 0.00, 0.00], [0.00, 0.00, -0.01], [0.01, 0.00, 0.02], [-0.03, 0.00, -0.01], [-0.03, 0.02, -0.02], [0.04, -0.02, 0.02], [0.00, 0.00, -0.02], [-0.07, 0.01, 0.00], [0.12, 0.16, 0.07], [0.05, -0.03, -0.01], [0.01, -0.13, 0.08], [0.00, 0.00, 0.00], [0.00, 0.00, 0.00], [0.00, 0.00, 0.00], [0.00, 0.00, 0.01], [-0.02, 0.00, 0.01], [0.00, 0.01, -0.01], [0.01, 0.00, 0.01]], "gap_ha": 0.22512, "lumo_ev": -6.3, "homo_energy_ev": -12.5, "total_charge": 2}


No. 2
{"formula": "C8H11IrN2O2SbSe4", "method": "wB97M-V/def2-TZVPD", "species": ["Ir", "C", "C", "C", "C", "C", "C", "C", "H", "H", "H", "H", "H", "H", "H", "H", "N", "N", "C", "O", "O", "H", "H", "H", "Se", "Sb", "Se", "Se", "Se"], "coordinates": [[0.2397, 0.1315, -0.8948], [-0.7419, -2.7570, 1.7166], [0.4249, -1.8937, 1.3310], [0.8147, -1.8326, -0.0629], [1.9709, -1.1077, -0.4512], [2.7392, -0.4340, 0.5733], [2.3363, -0.4840, 1.8674], [1.1632, -1.2176, 2.2513], [-1.4404, -2.8679, 0.8877], [-1.2818, -2.3416, 2.5676], [-0.3987, -3.7547, 1.9999], [0.4174, -2.5961, -0.7218], [2.4435, -1.3106, -1.4029], [3.6552, 0.0725, 0.2978], [2.9294, 0.0032, 2.6327], [0.8858, -1.2672, 3.2990], [0.1003, 1.3897, 0.9385], [-0.8891, 2.3614, 0.7035], [-1.2583, 2.6150, -0.5993], [-2.0768, 3.4525, -0.9145], [-0.6512, 1.8193, -1.4629], [-0.1842, 0.7901, 1.7055], [0.9931, 1.8175, 1.1656], [-1.0999, 3.0454, 1.4097], [-1.2901, 0.1042, -4.7037], [-2.3771, 1.9365, -3.4488], [-0.4089, -0.9563, -2.8269], [-4.6760, 1.3255, -3.0547], [-2.3389, 3.9568, -4.8027]], "forces_ev_per_a": [[-0.24, 0.76, -0.09], [-0.04, 0.02, -0.01], [0.06, -0.12, -0.24], [-0.15, 0.07, 0.13], [0.04, 0.11, 0.15], [-0.07, -0.17, -0.24], [-0.16, -0.15, 0.17], [0.23, 0.18, 0.03], [0.00, 0.03, 0.01], [0.03, -0.01, 0.01], [0.00, 0.00, -0.03], [-0.01, -0.03, 0.03], [0.04, -0.02, 0.02], [-0.01, 0.01, -0.02], [-0.04, -0.01, 0.01], [0.03, 0.01, -0.01], [0.07, -0.23, 0.07], [-0.07, 0.01, -0.03], [-0.27, 0.07, -0.12], [0.48, -0.34, 0.27], [-0.87, 0.42, -1.11], [0.06, -0.06, 0.04], [0.08, -0.03, 0.03], [0.04, 0.01, 0.07], [0.76, -0.11, 0.11], [-1.97, 2.10, -0.73], [0.49, -1.43, 0.31], [0.87, -0.24, 0.49], [0.60, -0.83, 0.67]], "gap_ha": [0.20686, 0.19857], "multiplicity": 2, "lumo_ev": [-1.9, -2.1], "homo_energy_ev": [-7.5, -7.5]}


Electronic energy per entry: -106707.718 -286310.711 eV